{"formula": "C17H27N4O3", "method": "ωB97M-V/def2-TZVPD", "orbital_gap_ev": 8.9, "charge": 1, "energy_ha": -1108.4689, "smiles": "CCOCCOCc1n[nH]c(CCCNCc2ccccc2O)[nH+]1", "elements": ["C", "C", "O", "C", "C", "O", "C", "C", "N", "N", "C", "C", "C", "C", "N", "C", "C", "C", "C", "C", "C", "C", "O", "N", "H", "H", "H", "H", "H", "H", "H", "H", "H", "H", "H", "H", "H", "H", "H", "H", "H", "H", "H", "H", "H", "H", "H", "H", "H", "H", "H"], "positions_angstrom": [[-0.1416, 0.8610, 4.9949], [-0.2838, 0.8635, 3.4716], [-0.8035, 2.0790, 2.9637], [-2.1450, 2.3402, 3.2744], [-3.1430, 1.8050, 2.2202], [-2.5895, 0.7624, 1.4171], [-3.1044, -0.5221, 1.6626], [-2.3782, -1.3992, 0.7065], [-1.8094, -2.5503, 0.9324], [-1.2394, -2.8813, -0.2547], [-1.4293, -1.9596, -1.2007], [-0.8888, -1.9885, -2.5858], [-1.0751, -0.6888, -3.3895], [0.1539, 0.2074, -3.3012], [0.1498, 0.8920, -2.0191], [1.4046, 1.5469, -1.6817], [2.6180, 0.6432, -1.7154], [3.7479, 0.9870, -2.4441], [4.8740, 0.1767, -2.4849], [4.8749, -1.0278, -1.7962], [3.7544, -1.4022, -1.0733], [2.6487, -0.5688, -1.0261], [1.5169, -0.9548, -0.3016], [-2.1538, -1.0154, -0.5967], [-0.1052, 1.8903, 5.3533], [-0.9844, 0.3784, 5.4908], [0.7714, 0.3556, 5.3001], [-0.8957, 0.0159, 3.1433], [0.6907, 0.7481, 2.9975], [-2.4063, 1.9780, 4.2725], [-2.2503, 3.4257, 3.2918], [-4.0527, 1.4492, 2.7118], [-3.4292, 2.6069, 1.5404], [-2.9390, -0.8830, 2.6819], [-4.1821, -0.5625, 1.4588], [-0.7043, -3.7306, -0.3484], [-1.3457, -2.8365, -3.1010], [0.1779, -2.2026, -2.4757], [-1.9175, -0.1054, -3.0127], [-1.3065, -0.9400, -4.4224], [1.0497, -0.4128, -3.4438], [0.1393, 0.9493, -4.1009], [-0.0694, 0.2540, -1.2670], [1.5597, 2.3781, -2.3713], [1.3025, 1.9769, -0.6836], [3.7386, 1.9235, -2.9894], [5.7399, 0.4812, -3.0562], [5.7360, -1.6815, -1.8198], [3.7309, -2.3431, -0.5355], [1.8042, -1.2078, 0.5823], [-2.4107, -0.1107, -0.9691]], "forces_ev_per_angstrom": [[-0.23, 0.11, -0.06], [0.02, -0.13, 0.14], [0.07, 0.09, -0.22], [-0.10, 0.03, 0.05], [-0.05, 0.06, 0.04], [-0.06, -0.11, -0.07], [-0.10, 0.10, 0.01], [0.51, -0.54, -0.11], [-0.26, 0.35, 0.02], [-0.22, 0.48, -0.51], [0.18, -0.25, 0.53], [-0.11, 0.06, 0.05], [0.13, 0.09, 0.08], [-0.13, -0.10, 0.09], [-0.27, 0.13, 0.04], [0.14, 0.00, 0.09], [0.01, -0.18, 0.06], [0.08, 0.06, -0.10], [-0.02, -0.07, 0.03], [0.03, 0.10, -0.06], [-0.14, -0.03, 0.11], [0.05, 0.10, -0.10], [-0.03, 0.03, 0.12], [-0.12, 0.00, 0.11], [0.17, -0.01, 0.00], [0.04, -0.04, 0.01], [0.01, -0.05, 0.04], [0.01, -0.01, -0.01], [0.01, 0.12, -0.01], [0.06, -0.11, 0.01], [-0.03, -0.01, 0.09], [-0.03, 0.05, 0.00], [0.08, -0.05, -0.07], [0.08, 0.00, -0.01], [-0.01, -0.04, 0.02], [-0.02, -0.04, 0.08], [0.00, -0.01, 0.05], [0.02, -0.09, -0.12], [-0.18, -0.07, -0.15], [0.08, -0.03, 0.00], [0.06, 0.03, -0.11], [-0.01, 0.04, 0.00], [0.19, -0.08, -0.03], [0.04, 0.01, -0.01], [-0.08, 0.02, 0.00], [0.04, 0.00, -0.01], [0.00, 0.00, 0.00], [0.02, 0.03, -0.02], [0.02, -0.01, 0.00], [-0.01, -0.08, 0.00], [0.07, 0.05, -0.09]]}

{"formula": "C17H27N5O3", "method": "ωB97M-V/def2-TZVPD", "orbital_gap_ev": 9.8, "charge": 0, "energy_ha": -1163.4204, "smiles": "CCCCn1cc([C@]2(C)COCCN2C(=O)[C@@H]2ON=C(C)[C@H]2C)nn1", "de_lowest_kcal_mol": 82.1, "elements": ["C", "C", "C", "C", "N", "C", "C", "C", "C", "C", "O", "C", "C", "N", "C", "O", "C", "O", "N", "C", "C", "C", "C", "N", "N", "H", "H", "H", "H", "H", "H", "H", "H", "H", "H", "H", "H", "H", "H", "H", "H", "H", "H", "H", "H", "H", "H", "H", "H", "H", "H", "H"], "positions_angstrom": [[2.3464, 6.6690, 1.4510], [3.1348, 5.5113, 0.8528], [2.2544, 4.3042, 0.5576], [3.0512, 3.1520, -0.0364], [2.2214, 1.9892, -0.2989], [1.4869, 1.7013, -1.3933], [0.8229, 0.5478, -1.0638], [-0.1259, -0.2999, -1.8774], [0.6477, -1.2120, -2.8382], [-0.9936, 0.5923, -2.7803], [-1.8587, 1.4565, -2.0873], [-2.7527, 0.6933, -1.3000], [-2.0025, -0.1477, -0.2926], [-1.0369, -1.0256, -0.9647], [-0.6699, -2.2171, -0.3947], [0.3254, -2.8420, -0.6989], [-1.6548, -2.8265, 0.6151], [-1.7158, -2.0364, 1.8157], [-1.8572, -2.9076, 2.9093], [-1.6326, -4.0979, 2.5296], [-1.6758, -5.2354, 3.4881], [-1.2496, -4.2131, 1.0790], [-1.8978, -5.3507, 0.3067], [1.1752, 0.2129, 0.2025], [2.0161, 1.0876, 0.6579], [2.9894, 7.5247, 1.6576], [1.5592, 6.9985, 0.7702], [1.8713, 6.3733, 2.3880], [3.6268, 5.8375, -0.0689], [3.9335, 5.2155, 1.5395], [1.7719, 3.9568, 1.4747], [1.4551, 4.5855, -0.1349], [3.5229, 3.4448, -0.9756], [3.8336, 2.8285, 0.6490], [1.4990, 2.3216, -2.2721], [1.0336, -0.5927, -3.6521], [1.4751, -1.7099, -2.3487], [-0.0118, -1.9697, -3.2612], [-0.3452, 1.2158, -3.3953], [-1.5700, -0.0659, -3.4455], [-3.4079, 1.3954, -0.7866], [-3.3618, 0.0512, -1.9519], [-1.4777, 0.4997, 0.4152], [-2.7128, -0.7379, 0.2768], [-2.6601, -2.8598, 0.1700], [-0.7044, -5.7334, 3.5253], [-1.9311, -4.8782, 4.4828], [-2.4116, -5.9779, 3.1743], [-0.1609, -4.3088, 1.0141], [-1.5996, -6.3201, 0.7072], [-2.9874, -5.2845, 0.3473], [-1.5878, -5.3155, -0.7381]], "forces_ev_per_angstrom": [[0.00, 0.00, 0.00], [0.00, 0.00, 0.00], [-0.01, 0.00, 0.00], [0.00, 0.00, 0.00], [0.01, 0.01, -0.01], [0.01, -0.02, 0.00], [-0.03, 0.02, 0.01], [0.03, -0.01, 0.00], [0.01, 0.01, -0.01], [-0.01, 0.00, 0.00], [0.00, -0.01, 0.00], [-0.01, -0.01, 0.00], [0.00, 0.01, -0.01], [-0.01, -0.02, 0.02], [0.01, 0.06, 0.02], [0.00, -0.01, -0.02], [-0.01, 0.00, 0.00], [0.00, -0.01, 0.00], [0.00, 0.00, 0.00], [0.00, 0.00, 0.00], [0.00, 0.00, 0.00], [0.01, 0.00, 0.01], [-0.01, 0.00, 0.00], [0.02, -0.02, 0.00], [-0.02, 0.00, 0.01], [0.00, 0.00, 0.00], [0.00, 0.00, 0.00], [0.00, 0.00, 0.00], [0.00, 0.00, 0.00], [0.00, 0.00, 0.00], [0.00, 0.00, 0.00], [0.00, 0.00, 0.00], [0.00, 0.00, 0.00], [0.00, 0.00, 0.00], [0.00, 0.00, 0.00], [0.00, 0.00, 0.00], [0.00, 0.00, 0.00], [0.00, 0.00, 0.00], [0.01, 0.00, 0.00], [0.00, 0.00, 0.00], [0.00, 0.00, 0.00], [0.00, 0.00, 0.00], [0.00, 0.00, 0.00], [0.00, 0.00, 0.00], [0.00, 0.00, 0.00], [0.00, 0.00, 0.00], [0.00, 0.00, 0.00], [0.00, 0.00, 0.00], [0.00, 0.00, 0.00], [0.00, 0.00, 0.00], [0.00, 0.00, 0.00], [0.00, 0.00, 0.00]]}

{"formula": "C17H27N5O3S", "method": "ωB97M-V/def2-TZVPD", "orbital_gap_ev": 8.6, "charge": 0, "energy_ha": -1561.7386, "smiles": "CCCCCn1c(SCCN2CCOCC2)nc2c1c(=O)[nH]c(=O)n2C", "de_lowest_kcal_mol": 3.8, "elements": ["C", "C", "C", "C", "H", "C", "N", "C", "N", "C", "C", "C", "O", "N", "C", "O", "N", "C", "H", "H", "H", "H", "S", "C", "H", "C", "N", "C", "C", "O", "C", "C", "H", "H", "H", "H", "H", "H", "H", "H", "H", "H", "H", "H", "H", "H", "H", "H", "H", "H", "H", "H", "H"], "positions_angstrom": [[-3.6655, -2.7279, 3.0539], [-3.1147, -3.2264, 1.7237], [-3.0941, -2.1191, 0.6732], [-2.5294, -2.6078, -0.6587], [-3.0795, -3.4909, -0.9870], [-2.6467, -1.5479, -1.7567], [-1.9175, -0.3520, -1.4236], [-0.5842, -0.1529, -1.4845], [-0.2112, 1.0468, -1.0590], [-1.3618, 1.6530, -0.6997], [-2.4479, 0.8125, -0.9065], [-3.7882, 1.2196, -0.6217], [-4.8204, 0.5972, -0.7648], [-3.7889, 2.5228, -0.1202], [-2.7403, 3.3952, 0.1073], [-2.9255, 4.5060, 0.5480], [-1.4858, 2.9142, -0.2025], [-0.3167, 3.7405, -0.0019], [0.2927, 3.7283, -0.9044], [0.2739, 3.3596, 0.8328], [-0.6569, 4.7501, 0.2192], [-4.7008, 2.9019, 0.1106], [0.5010, -1.3587, -2.0923], [2.0485, -0.4071, -2.1071], [2.7358, -0.9819, -2.7262], [2.6087, -0.2012, -0.7007], [3.8373, 0.5609, -0.8115], [5.0523, -0.2370, -0.8100], [5.4624, -0.6649, 0.6066], [5.5929, 0.4511, 1.4612], [4.3924, 1.1928, 1.5175], [3.9785, 1.6671, 0.1188], [3.0411, 2.2225, 0.1629], [4.7596, 2.3251, -0.2748], [4.5910, 2.0393, 2.1767], [3.5921, 0.5740, 1.9552], [6.4369, -1.1553, 0.5971], [4.7165, -1.3622, 1.0214], [4.9115, -1.1147, -1.4420], [5.8491, 0.3790, -1.2377], [1.8724, 0.3635, -0.1262], [2.7483, -1.1792, -0.2207], [1.8426, 0.5524, -2.5760], [-3.6919, -1.2596, -1.8859], [-2.2486, -1.9408, -2.6973], [-1.4807, -2.8899, -0.5403], [-4.1080, -1.7446, 0.5182], [-2.4889, -1.2882, 1.0453], [-3.7308, -4.0529, 1.3631], [-2.1008, -3.6076, 1.8680], [-4.6784, -2.3525, 2.9279], [-3.0491, -1.9211, 3.4449], [-3.6843, -3.5312, 3.7865]], "forces_ev_per_angstrom": [[0.10, -0.19, -0.14], [-0.06, 0.32, 0.05], [0.13, -0.41, -0.06], [-0.15, 0.37, 0.04], [0.02, -0.09, -0.04], [-0.20, -0.76, -0.07], [0.43, 0.42, 0.03], [-0.14, 0.11, 0.02], [0.12, 0.37, 0.10], [-0.81, -1.08, -0.34], [0.47, 0.70, 0.22], [0.32, -0.03, -0.04], [-0.26, -0.13, -0.02], [-0.45, 0.09, 0.08], [0.12, -0.02, -0.02], [-0.13, 0.33, 0.15], [-0.04, 0.11, 0.00], [0.18, 0.22, 0.07], [0.01, 0.03, 0.04], [0.03, 0.04, -0.02], [0.06, -0.11, -0.03], [0.18, -0.06, -0.04], [0.17, -0.43, -0.22], [-0.36, 0.00, 0.28], [-0.02, -0.01, -0.06], [-0.03, -0.01, -0.19], [0.04, 0.07, -0.02], [0.15, -0.03, 0.30], [-0.04, -0.13, -0.33], [0.11, 0.06, -0.02], [-0.21, 0.26, -0.18], [0.14, -0.07, 0.34], [0.00, 0.06, 0.00], [-0.04, 0.08, 0.08], [-0.10, -0.03, 0.00], [0.04, 0.06, 0.00], [-0.08, -0.06, -0.02], [0.07, 0.03, -0.02], [0.06, -0.03, -0.05], [0.06, -0.12, -0.02], [0.11, -0.12, 0.01], [-0.04, 0.06, 0.04], [0.11, -0.01, -0.02], [0.14, -0.03, -0.09], [-0.11, 0.11, 0.00], [0.01, -0.10, 0.00], [-0.04, 0.10, 0.01], [-0.03, 0.09, 0.02], [0.04, -0.08, -0.04], [0.02, -0.09, -0.04], [-0.12, 0.06, 0.04], [0.03, 0.10, 0.08], [-0.04, -0.01, 0.14]]}

{"formula": "C17H27N6O6P", "method": "ωB97M-V/def2-TZVPD", "orbital_gap_ev": 4.8, "charge": 0, "energy_ha": -1784.8974, "elements": ["O", "N", "O", "C", "C", "C", "N", "O", "O", "C", "C", "N", "O", "O", "N", "C", "H", "H", "C", "C", "C", "C", "N", "C", "C", "C", "N", "C", "C", "C", "C", "P", "H", "H", "H", "H", "H", "H", "H", "H", "H", "H", "H", "H", "H", "H", "H", "H", "H", "H", "H", "H", "H", "H", "H", "H", "H"], "positions_angstrom": [[2.4154, 3.8980, 9.4575], [1.2311, 3.5267, 9.4409], [0.2784, 4.3362, 9.5539], [0.8609, 2.1238, 9.2513], [-0.4939, 1.8871, 8.9511], [-0.9411, 0.6221, 8.6282], [-2.2860, 0.2589, 8.4542], [-3.1855, 1.1165, 8.3894], [-2.5239, -0.9864, 8.3683], [0.0822, -0.4400, 8.2681], [1.3089, -0.2867, 9.0791], [2.4261, -1.1051, 9.0339], [2.6255, -2.2711, 8.7410], [3.5272, -0.2722, 9.4614], [3.1220, 1.0263, 9.6069], [1.7735, 1.0033, 9.3692], [-1.2128, 2.6925, 8.9603], [-0.3074, -1.4704, 8.2513], [0.6841, -6.1912, 4.0854], [-0.3418, -5.1488, 3.6677], [0.3010, -4.2524, 2.6124], [-1.6542, -5.8328, 3.2347], [-0.6902, -4.2149, 4.7871], [-0.6030, -4.5899, 6.2004], [-1.9574, -4.9977, 6.7689], [-3.0222, -3.8939, 6.7095], [-2.8392, -2.9595, 5.5907], [-3.9971, -2.1344, 5.1542], [-4.8462, -2.9524, 4.1700], [-3.4293, -0.9085, 4.4411], [-4.8347, -1.7334, 6.3552], [-1.9812, -3.3379, 4.2361], [0.3891, -0.1403, 7.2629], [0.3013, -6.9048, 4.8214], [0.9514, -6.7613, 3.1882], [1.6087, -5.7477, 4.4710], [-0.3380, -3.4189, 2.2954], [1.2228, -3.8230, 3.0282], [0.5948, -4.8491, 1.7467], [-2.4864, -5.1522, 2.9543], [-1.5020, -6.4791, 2.3669], [-2.0065, -6.4389, 4.0785], [0.1031, -5.4205, 6.2411], [-0.1967, -3.7449, 6.7790], [-2.3229, -5.8660, 6.1962], [-1.8435, -5.3065, 7.8211], [-4.0280, -4.3411, 6.6302], [-3.0111, -3.3366, 7.6623], [-5.1729, -3.8911, 4.6391], [-5.7222, -2.3714, 3.8683], [-4.2788, -3.2099, 3.2575], [-2.8065, -0.3084, 5.1153], [-2.8218, -1.1936, 3.5649], [-4.2485, -0.2716, 4.0926], [-4.2351, -1.2119, 7.1125], [-5.6369, -1.0602, 6.0172], [-5.3062, -2.6195, 6.8000]], "forces_ev_per_angstrom": [[-1.46, -1.14, 0.03], [-0.31, 0.93, 0.12], [1.36, -1.00, -0.17], [-0.72, 0.84, -0.11], [0.39, -0.23, 0.14], [-0.04, -1.07, 0.10], [0.36, 0.18, 0.14], [0.60, -0.78, 0.11], [-0.23, 1.03, -0.18], [-0.51, -0.62, 0.08], [2.56, -1.36, -0.66], [-1.89, 2.80, 0.64], [0.04, -0.02, 0.01], [-0.49, -0.99, -0.19], [-2.88, -0.38, -0.42], [2.89, 1.28, 0.44], [0.13, 0.14, 0.18], [0.10, 0.64, 0.10], [0.10, -0.35, -0.11], [0.31, 0.27, -0.05], [0.41, -0.07, -0.36], [0.07, -0.63, -0.33], [-1.75, 0.42, 0.02], [0.29, 0.09, 0.25], [-0.44, -0.41, -0.12], [0.17, 0.11, 1.18], [0.68, -1.20, -1.53], [-0.62, 0.55, -0.14], [-0.10, -0.16, -0.07], [-0.02, 0.48, 0.01], [-0.28, 0.25, 0.13], [1.14, 0.75, 2.05], [0.14, -0.45, -0.49], [0.00, 0.09, -0.11], [-0.04, 0.05, 0.18], [-0.24, 0.06, -0.04], [0.12, -0.30, -0.08], [-0.28, -0.05, -0.05], [-0.18, 0.11, -0.10], [0.58, -0.25, 0.05], [0.05, -0.10, 0.11], [-0.02, -0.01, -0.28], [-0.09, 0.23, 0.38], [-0.01, -0.23, -0.28], [0.18, 0.13, 0.25], [-0.03, 0.06, -0.45], [0.41, 0.10, -0.07], [0.03, 0.09, -0.54], [-0.06, 0.22, -0.11], [0.05, -0.18, 0.05], [-0.28, 0.17, 0.24], [-0.10, -0.18, -0.05], [-0.31, 0.28, 0.22], [0.11, -0.12, -0.01], [-0.16, -0.17, -0.17], [0.23, -0.22, 0.09], [0.02, 0.30, -0.01]]}